1.
Formula: C26H31N4
Source: the Open Molecules 2025 dataset
Level of theory: the ωB97M-V functional and the def2-TZVPD basis

```
61
Properties=species:S:1:pos:R:3:forces:R:3:mulliken_charge:R:1
C 2.691563 0.454543 0.584445 0.1680 -1.7011 0.0014 -0.169
C 2.595694 0.310312 -0.860449 -0.0332 0.1267 -2.1243 1.278
C 2.751257 -0.968795 -1.502315 -0.2410 0.3500 0.0211 -0.259
C 2.592348 -1.104528 -2.892196 -0.0871 0.4519 0.2202 -0.747
C 2.218877 0.012762 -3.690622 -0.4561 -0.1970 0.9130 -0.402
C 2.016250 1.268557 -3.086036 0.4940 -0.3480 0.2798 -0.891
C 2.345109 1.441871 -1.726724 0.0044 -0.7231 0.2794 -0.664
C 2.092354 1.629341 1.246121 -0.4737 1.4779 1.5696 0.192
C 2.329621 1.903275 2.640377 -0.2797 -0.2685 -0.8616 -0.334
C 1.580898 2.852826 3.349393 -0.0335 -0.1885 -0.3053 -0.776
C 0.565197 3.596287 2.721739 0.1216 -0.2516 -0.0643 -0.286
C 0.345318 3.413979 1.351920 -0.0219 -0.1501 0.3960 -0.849
C 1.061914 2.448358 0.655233 0.4429 -0.8412 -0.4534 -0.326
H 2.660498 -0.486539 1.193295 -0.3531 1.0427 -0.7818 0.579
H 3.005672 -1.872468 -0.900390 -0.3841 0.9111 -0.5279 0.197
H 2.702719 -2.103329 -3.350564 -0.0065 0.7476 0.2673 0.373
H 2.005202 -0.119334 -4.755824 0.1511 0.0162 0.4293 0.375
H 1.595388 2.124098 -3.647837 0.6655 -0.6107 0.2472 0.372
H 2.378773 2.470569 -1.330620 -0.0312 -0.8368 -0.2716 0.872
H 3.090046 1.309343 3.152271 -0.1897 0.2317 -0.0490 0.394
H 1.753806 2.979194 4.419746 0.0149 -0.0456 -0.3571 0.380
H -0.099518 4.256014 3.304335 0.6160 -0.2890 -0.3489 0.379
H -0.441784 3.971819 0.824992 0.4138 -0.3316 0.3322 0.383
H 0.740401 2.249722 -0.372705 0.1136 0.0798 0.6866 0.625
C 7.127697 3.639376 0.232167 0.2276 0.1946 -0.0291 -1.097
C 7.276956 3.199883 1.681432 -0.0497 -0.6886 0.3899 -0.651
N 7.690332 1.776560 1.809780 -0.0142 1.2420 -0.8945 0.109
C 8.789602 1.509942 2.697767 -0.0961 0.3370 0.5142 -0.631
C 9.495276 0.218429 2.355006 0.7966 0.9388 -0.3522 -0.798
N 8.619423 -0.811508 1.926525 -0.4359 -0.0432 -0.1081 -0.141
C 9.192293 -2.109424 1.982391 0.1171 -1.0619 0.6247 -0.861
C 8.499246 -3.094322 1.079199 0.3441 -0.3655 -0.3947 -0.654
N 7.074579 -2.924784 1.055437 -0.7635 -1.0540 0.3184 0.150
C 6.367718 -4.157862 0.632196 0.2589 0.4064 -0.3102 -0.698
C 5.279352 -4.618277 1.580942 0.0589 -0.2010 0.0308 -1.072
C 6.525213 -1.664547 1.110731 -0.8600 0.4699 -0.5913 -0.120
C 5.164512 -1.361097 0.826408 0.2433 0.2934 0.0274 -0.605
N 4.733381 -0.080064 0.719277 0.4158 0.6876 0.2324 -0.148
C 5.570075 0.955225 0.879554 0.4887 -0.2012 0.8318 -0.803
C 6.895832 0.752859 1.349035 -0.9973 -0.1986 0.2305 -0.227
C 7.368670 -0.579849 1.463776 -0.6065 0.2814 -0.1773 1.494
H 6.759892 4.668199 0.201797 -0.0217 -0.0926 -0.0442 0.371
H 8.102020 3.620914 -0.268714 -0.1906 -0.0633 0.0480 0.335
H 6.439868 3.002357 -0.327215 0.1701 0.1876 -0.0074 0.339
H 8.069055 3.799534 2.168199 -0.4817 -0.3090 -0.2095 0.424
H 6.338359 3.371455 2.256312 0.4079 -0.0710 -0.2840 0.314
H 9.483753 2.362756 2.628140 -0.0449 -0.4848 -0.0138 0.408
H 8.455354 1.491992 3.745857 -0.0782 -0.1301 -0.0264 0.284
H 10.218994 0.419230 1.549378 0.0974 -0.0334 0.2247 0.365
H 10.036415 -0.133954 3.234850 0.1405 0.0412 -0.0103 0.415
H 10.239132 -2.042281 1.674254 0.0425 -0.0480 0.1505 0.432
H 9.149169 -2.503612 3.016880 0.1787 0.2173 -0.2532 0.338
H 8.917388 -3.049947 0.066366 0.0212 0.1860 -0.1065 0.288
H 8.687661 -4.121495 1.425323 0.1998 0.4564 0.0642 0.442
H 6.011685 -4.084434 -0.417571 0.0021 0.2124 0.4740 0.338
H 7.137273 -4.948811 0.620485 -0.3508 0.3985 -0.1366 0.425
H 4.786099 -5.489302 1.135153 -0.0475 0.1610 0.1871 0.363
H 5.733535 -4.927168 2.529000 -0.2010 0.1057 -0.0972 0.330
H 4.541199 -3.843261 1.780489 -0.0432 -0.1493 0.0565 0.307
H 4.425213 -2.163830 0.691736 0.4318 0.5711 -0.0082 0.043
H 5.175551 1.977976 0.759110 0.0250 -0.8458 0.1518 0.499
```
Forces are in eV/Å.

Properties
HOMO energy: -9.801 eV
Maximum force: 0.043 Eh/bohr
Gap between HOMO and LUMO: 0.214 Ha
Total energy: -1228.0734 Ha
E_LUMO: -3.98 eV
Charge: +1
Multiplicity: 1

2.
Formula: C26H31N4
Source: the Open Molecules 2025 dataset
Level of theory: the ωB97M-V functional and the def2-TZVPD basis

```
61
Properties=species:S:1:pos:R:3:forces:R:3:mulliken_charge:R:1
C 2.231636 4.113848 -3.506806 0.2213 -0.3309 -0.5812 -1.036
N 1.528016 4.648782 -2.360345 -0.3735 -0.7955 0.9425 0.027
C 1.311435 6.065424 -2.547077 -0.0028 0.8252 0.0335 -1.092
C 1.079039 3.900596 -1.315203 -0.0861 -0.3167 -0.3821 1.935
C 0.519484 4.452358 -0.126850 -0.2822 -0.1884 0.4596 -0.908
C 0.096200 3.653116 0.922008 0.5443 -0.8690 -0.1190 -0.227
N 0.139494 2.278293 0.906941 -0.0556 0.8083 -1.4874 0.340
C -0.047287 1.514728 2.201849 -0.3934 -0.8275 2.3519 -0.602
C -1.403865 0.721753 2.579215 0.4812 0.0028 -0.0804 0.233
C -1.454928 -0.581204 3.127539 0.2742 0.1683 -0.5702 -0.502
C -2.635274 -1.299387 3.357381 -0.2664 0.3441 0.4483 -1.621
C -3.854810 -0.622232 3.263455 0.2881 0.5388 -0.7747 0.107
C -3.820495 0.753144 2.906431 1.2483 -0.2012 0.2688 1.111
C -2.627058 1.414286 2.621832 -0.4269 -0.2156 -0.2970 -0.886
C -5.207207 1.276961 2.896872 -0.8622 0.8591 -0.0634 -0.817
C -6.086534 0.055343 3.180097 -0.2105 -0.1690 -0.2101 -0.741
N -5.149508 -1.019824 3.447500 0.0684 -0.2594 0.2409 0.046
C -5.736458 -2.317899 3.669337 -0.1489 -0.0930 0.0005 -0.917
C 1.249456 0.770702 2.506864 -0.3473 -0.2686 -0.6084 0.400
C 1.375364 -0.584754 2.226636 -0.1045 0.1101 -0.1135 -0.627
C 2.543690 -1.289264 2.465693 0.4142 -0.2945 0.0266 -1.899
C 3.675959 -0.587690 2.868694 -0.1478 0.5091 0.1735 0.300
C 3.599627 0.813319 3.071074 -1.1574 -0.2599 -0.2050 0.826
C 2.383029 1.468077 2.953329 0.5237 -0.1239 0.0471 -0.566
C 4.949810 1.318515 3.432594 0.8235 0.6514 0.3197 -0.690
C 5.820096 0.052969 3.528359 0.1808 -0.0759 0.0523 -0.744
N 4.932150 -1.028598 3.144346 0.1235 -0.4036 -0.0263 0.011
C 5.401489 -2.389216 3.249200 0.0422 0.0509 -0.1533 -0.999
C 0.635878 1.713300 -0.251914 0.4297 0.2683 0.3854 -0.283
C 1.124708 2.461277 -1.317697 -0.2430 -0.2751 0.5836 -0.927
H 2.540357 3.072566 -3.386046 -0.0256 0.3616 0.0129 0.288
H 1.584271 4.202871 -4.394066 0.1981 -0.2079 0.2034 0.376
H 3.121064 4.736790 -3.702569 -0.2373 -0.3424 0.1721 0.373
H 0.409219 6.451940 -2.065697 0.1447 -0.2521 0.0311 0.378
H 2.180708 6.662646 -2.226388 -0.2484 -0.2151 0.0535 0.330
H 1.210773 6.225243 -3.630747 -0.1318 0.0724 0.3949 0.361
H 0.457269 5.522992 0.020235 0.0489 -0.0808 -0.0341 0.340
H -0.170703 4.036196 1.902674 -0.2049 0.3304 -0.3994 0.440
H -0.087751 2.289122 2.976427 0.1433 0.3724 -0.4891 0.655
H -0.531821 -1.040010 3.441671 -0.0674 -0.2810 -0.2852 0.881
H -2.608109 -2.340199 3.676137 0.1854 0.2866 0.0780 0.297
H -2.627420 2.496332 2.480993 -0.2007 -0.1751 -0.3529 0.389
H -5.446312 1.703894 1.916648 -0.0374 0.0705 0.2207 0.286
H -5.396815 2.047468 3.655652 0.2275 -0.0328 -0.2014 0.286
H -6.705438 -0.212247 2.309695 0.0301 0.0581 0.1241 0.342
H -6.768520 0.186649 4.031185 0.1464 0.0586 -0.1214 0.383
H -4.994484 -3.112436 3.792375 -0.0640 0.2724 -0.0258 0.308
H -6.385524 -2.285867 4.562654 0.3178 -0.0896 -0.1981 0.273
H -6.396765 -2.569653 2.819127 0.2909 -0.0603 0.1921 0.310
H 0.517775 -1.111617 1.830363 0.1826 -0.0650 -0.0477 0.966
H 2.573689 -2.366583 2.358302 -0.0172 0.0508 -0.2001 0.270
H 2.304231 2.524315 3.211876 0.0703 -0.0888 -0.1272 0.413
H 5.358432 1.986200 2.659662 -0.2275 -0.0640 0.2415 0.246
H 4.967765 1.858039 4.387465 -0.0935 0.0312 -0.2561 0.327
H 6.203682 -0.127000 4.540429 -0.0662 0.0715 -0.0284 0.375
H 6.693210 0.095414 2.865876 -0.1096 0.0183 0.0268 0.337
H 4.568819 -3.083802 3.399909 0.1671 0.1339 0.0221 0.345
H 5.962325 -2.693719 2.353589 -0.1382 -0.0219 0.1214 0.277
H 6.093200 -2.452253 4.101777 -0.2705 -0.1080 -0.1309 0.322
H 0.739863 0.620453 -0.229870 -0.1735 0.5754 -0.0878 0.417
H 1.577912 1.918844 -2.151571 -0.3942 0.1520 0.4287 0.158
```
Forces are in eV/Å.

Properties
HOMO energy: -9.336 eV
Maximum force: 0.049 Eh/bohr
Gap between HOMO and LUMO: 0.241 Ha
Total energy: -1228.1242 Ha
SMILES: CN(C)c1cc[n+](C(c2ccc3c(c2)CCN3C)c2ccc3c(c2)CCN3C)cc1
E_LUMO: -2.79 eV
Charge: +1
Multiplicity: 1

3.
Formula: C26H31N4O
Source: the Open Molecules 2025 dataset
Level of theory: the ωB97M-V functional and the def2-TZVPD basis

```
62
Properties=species:S:1:pos:R:3:forces:R:3:mulliken_charge:R:1
C -6.023720 -0.500634 -2.048291 0.3331 0.1812 -0.0722 -0.971
N -5.192313 -1.629076 -1.669070 -0.9178 -0.3162 0.5685 0.173
C -5.583270 -2.857034 -2.340132 0.3796 -0.0249 -0.0198 -0.923
C -3.884968 -1.422469 -1.207592 0.5623 0.2360 -0.0525 -0.077
C -3.585784 -1.551326 0.170857 -0.1801 -0.0815 -0.5459 -0.462
C -2.310510 -1.303320 0.634424 0.6848 0.2445 -0.1626 -0.681
C -1.271219 -0.871923 -0.244048 -0.8000 -0.1434 -0.4071 0.758
C 0.070550 -0.654734 0.214267 0.7653 -1.3213 0.0051 -0.390
C 1.165985 -0.571056 -0.646416 0.3928 0.1594 -0.1896 -0.213
C 2.491700 -0.371716 -0.249233 -0.7638 -0.3107 -0.2915 -0.078
C 3.593141 -0.244155 -1.150692 0.6383 -0.2000 -0.4941 0.683
C 4.924135 -0.233018 -0.644115 -0.4994 0.0730 0.1458 -0.817
C 6.011582 -0.078853 -1.477106 0.0160 0.1654 -0.5985 -0.321
C 5.824446 0.075085 -2.872696 -0.4586 0.0535 0.3107 -0.114
N 6.923254 0.334657 -3.701004 1.0811 0.0342 0.2039 0.181
C 7.524665 -0.706920 -4.510586 -0.3108 -0.2058 -0.0273 -0.944
C 7.216461 1.671038 -4.189268 -0.4001 0.0700 0.0445 -0.946
C 4.519311 -0.005065 -3.400318 -0.1107 0.0372 0.2240 -0.287
C 3.427108 -0.161037 -2.563246 0.0921 -0.0349 0.2965 -0.821
C -1.601068 -0.738846 -1.622061 0.4308 -0.0450 0.2091 -0.932
C -2.857605 -1.044499 -2.097935 -0.2379 -0.0779 0.2405 -0.346
H -5.801147 0.368018 -1.418444 -0.1056 -0.1660 -0.1270 0.299
H -5.884407 -0.219188 -3.106099 -0.0744 0.0579 0.1340 0.335
H -7.070664 -0.796537 -1.905644 0.1903 0.2141 -0.0177 0.350
H -5.032988 -3.705426 -1.918969 -0.1729 0.1023 -0.1203 0.298
H -6.660809 -3.003070 -2.182308 0.3057 -0.0928 -0.0352 0.324
H -5.400630 -2.812108 -3.428432 -0.0215 -0.1071 0.1514 0.316
H -4.383157 -1.868326 0.843451 0.2289 0.0995 -0.1834 0.463
H -2.076987 -1.472282 1.685127 -0.0396 0.0616 -0.1797 0.618
H 0.263914 -0.657046 1.290689 -0.1215 -0.2682 -0.6766 0.391
H 0.998111 -0.733321 -1.711435 -0.0123 0.2845 0.3419 0.286
H 2.723855 -0.337255 0.811637 -0.0707 0.0955 0.0283 0.432
H 5.076188 -0.347486 0.428390 -0.0282 0.0918 -0.1754 0.349
H 7.028404 -0.026247 -1.086438 -0.3110 -0.0740 -0.0965 0.454
H 7.392908 -1.682868 -4.029474 0.0901 0.1758 -0.1448 0.297
H 7.084357 -0.743608 -5.522807 0.1174 -0.1095 0.1282 0.321
H 8.598560 -0.495234 -4.613722 -0.2610 -0.1571 0.0317 0.326
H 6.860597 2.422113 -3.474259 0.1189 -0.1184 -0.1902 0.298
H 8.305532 1.771886 -4.307594 -0.3119 0.0426 0.0806 0.326
H 6.748934 1.858832 -5.172475 0.0845 0.0911 0.1768 0.325
H 4.381543 0.091288 -4.478544 0.0288 -0.0428 0.3148 0.420
H 2.426348 -0.213385 -2.985939 0.2643 0.1222 -0.0090 0.370
H -0.836579 -0.400466 -2.325264 -0.3312 -0.1074 0.2155 0.443
H -3.068435 -1.006284 -3.167787 0.0014 0.1367 0.3223 0.443
C -4.339987 1.306032 6.930291 0.3276 -0.0122 -0.3704 -0.366
C -3.959899 2.611825 6.578611 0.2391 -0.3431 -0.1410 -0.493
C -2.907771 2.815921 5.677725 -0.1258 -0.1225 -0.1130 -0.348
C -2.276631 1.722935 5.065676 0.0735 0.0021 0.4581 0.606
C -1.215489 1.957286 4.019800 0.2165 0.6872 0.5320 0.253
N -1.294377 1.095768 2.953356 0.4872 0.5168 -0.2178 -0.125
N -0.273141 1.153884 1.983169 -0.1188 0.3511 0.4801 -0.541
O -0.371527 2.853553 4.069868 -0.9837 -1.0032 -0.2432 -0.650
C -2.616486 0.424836 5.462540 -0.3428 0.0443 0.0151 -0.382
C -3.651823 0.209692 6.385233 0.1224 0.3434 -0.1171 -0.627
H -5.167919 1.143474 7.623738 0.3031 0.0508 -0.2138 0.372
H -4.487112 3.471551 6.998125 0.2234 -0.3086 -0.0852 0.373
H -2.573075 3.821955 5.420643 -0.1757 -0.2644 0.0384 0.409
H -1.767619 0.210833 3.016485 -0.0907 0.1284 0.2094 0.180
H -0.650404 1.557346 1.129335 0.0818 0.4298 0.2981 0.283
H 0.469133 1.747416 2.358874 -0.3000 0.1193 -0.0750 0.272
H -2.050961 -0.418583 5.053819 -0.3012 0.1578 0.2138 0.454
H -3.920242 -0.812826 6.663311 0.0983 0.3979 -0.0256 0.374
```
Forces are in eV/Å.

Properties
HOMO energy: -10.842 eV
Maximum force: 0.030 Eh/bohr
Gap between HOMO and LUMO: 0.203 Ha
Total energy: -1303.2760 Ha
E_LUMO: -5.31 eV
Charge: +1
Multiplicity: 1